{"formula": "C4H10OS2", "method": "ωB97M-V with the def2-TZVPD basis set", "mol_weight_g_mol": 138.26, "de_lowest_kj_mol": 152.3, "multiplicity": 1, "smiles": "C=C(C)O.CSS", "gap_ev": 9.2, "e_homo_ha": -0.3132, "elements": ["C", "C", "C", "O", "H", "H", "H", "H", "H", "H", "C", "S", "S", "H", "H", "H", "H"], "positions_angstrom": [[-1.263, 0.570, 1.737], [-1.344, 1.030, 0.476], [-2.095, 0.397, -0.640], [-0.620, 2.145, -0.025], [-1.858, -0.299, 2.035], [-0.622, 1.037, 2.508], [-2.668, -0.451, -0.238], [-2.780, 1.151, -1.041], [-1.391, 0.091, -1.413], [-1.378, 2.757, -0.127], [1.717, -1.669, 0.130], [3.337, -0.851, 0.213], [3.372, 0.230, -1.499], [1.004, -0.846, 0.230], [1.636, -2.446, 0.902], [1.608, -2.103, -0.855], [3.345, -0.742, -2.392]], "mulliken_charge": [-0.841, 0.451, -0.900, -0.473, 0.240, 0.278, 0.297, 0.339, 0.259, 0.334, -0.426, -0.047, -0.186, -0.029, 0.286, 0.287, 0.129]}